[1]
The following is a quantum chemistry calculation of the molecule C4H4N2O2, from OMol25.

Geometry as XYZ:
```
12
Properties=species:S:1:pos:R:3:mulliken_charge:R:1
N 0.396 -0.979 -0.060 -0.525
C -1.640 0.823 -0.017 -0.209
H -0.943 -2.439 -0.335 0.355
O -1.877 -0.575 0.243 -0.352
H -2.602 1.352 -0.022 0.378
H -0.192 2.391 -0.180 0.308
C -0.796 -1.361 -0.033 0.005
C 0.733 0.344 -0.035 0.825
C -0.385 1.303 0.026 -0.356
H 2.428 -1.174 0.241 0.370
N 2.010 0.682 0.092 -0.478
O 2.871 -0.367 0.079 -0.321
```

The value obtained for the orbital gap is 8.96 eV. The spin multiplicity is 1. The calculation puts the energy above the lowest of the compared OMol25 structures with the same formula, charge and spin at 85.2 kcal per mole. The calculation puts the HOMO energy at -0.3142 Eh.



[2]
The following is a quantum chemistry calculation of a cluster of 2 separate species, C2H2O2S in total, from OMol25.

Geometry as XYZ:
```
7
Properties=species:S:1:pos:R:3:mulliken_charge:R:1
C -1.088 -0.332 0.301 -0.438
O 1.678 0.989 0.553 -0.367
H -1.161 1.396 -1.005 0.492
C -1.172 0.529 -0.549 -0.253
H -1.408 -1.139 0.926 0.399
S 1.380 -0.055 -0.365 0.549
O 1.771 -1.388 0.140 -0.382
```

The value obtained for the orbital gap (alpha / beta) is 7.90 / 7.49 eV. The spin multiplicity is 3. The calculation puts the energy above the lowest of the compared OMol25 structures with the same formula, charge and spin at 90.9 kcal per mole. The calculation puts the HOMO energy (alpha / beta) at -0.2659 / -0.4144 Eh. Its expectation value of S² is 2.01.



[3]
The following is a quantum chemistry calculation of the molecule C5H10N2, from OMol25.

Geometry as XYZ:
```
17
Properties=species:S:1:pos:R:3:mulliken_charge:R:1
C -0.160 -0.117 0.585 0.015
C -0.386 0.506 -0.654 1.102
H 1.276 -1.168 1.528 0.257
N 0.763 -1.119 0.653 -0.043
H -0.327 -1.072 -2.143 0.242
C 1.306 -1.741 -0.410 -0.578
H -0.410 2.470 -0.022 0.202
H 0.021 0.588 -2.735 0.292
N -0.909 1.819 -0.613 -0.517
H -1.505 1.085 1.724 0.419
C -0.044 -0.072 -1.874 -1.226
H -0.971 -0.373 2.564 0.410
C -0.655 0.428 1.892 -1.594
H 0.120 1.005 2.417 0.328
H 0.704 -2.258 -1.131 0.178
H -1.101 2.208 -1.522 0.229
H 2.278 -2.188 -0.260 0.285
```

The value obtained for the orbital gap (alpha / beta) is 7.99 / 7.99 eV. The spin multiplicity is 1. The calculation puts the energy above the lowest of the compared OMol25 structures with the same formula, charge and spin at 62.4 kcal per mole. The calculation puts the HOMO energy (alpha / beta) at -0.2568 / -0.2568 Eh.



[4]
The following is a quantum chemistry calculation of a structure of composition C48H35N8NaO2, from OMol25.

Geometry as XYZ:
```
94
Properties=species:S:1:pos:R:3:mulliken_charge:R:1
C 1.447 -4.032 -1.164 0.842
C 0.808 -5.238 -1.474 -0.367
H 1.829 0.693 -5.275 0.394
H 2.013 -7.245 0.987 0.345
C -1.427 -3.169 -5.312 -0.624
C 0.722 -3.592 -4.318 0.014
C -1.023 0.992 3.929 -0.337
C -5.842 2.924 -3.342 -0.792
C -3.394 3.196 -3.092 -1.050
C -0.117 1.212 2.842 0.605
C -3.146 -3.135 -0.735 0.109
H 1.721 -4.008 -4.379 0.484
C 0.342 -2.917 -3.160 -1.204
C 1.599 -0.142 -3.371 -0.279
H 7.360 0.972 3.133 0.368
C 2.342 0.316 -4.397 -0.692
C -2.328 1.382 3.830 -0.412
H 4.379 0.655 -5.151 0.329
H 3.158 -5.118 1.570 0.390
H 0.805 -1.335 2.827 -0.015
H -1.233 -1.844 -2.202 0.299
C -4.538 1.272 -2.102 0.557
H 5.879 1.438 5.048 0.368
H 0.524 -0.084 -3.349 0.340
H -5.868 3.854 -3.901 0.353
H -3.678 -5.194 -1.023 0.358
C -0.150 -3.710 -5.390 -0.868
C -0.941 -2.383 -3.091 1.856
C 3.538 -0.065 -1.914 -0.281
H -0.147 -2.779 3.253 0.391
C 1.017 -6.380 -0.713 -0.854
H -0.629 0.514 4.817 0.408
C -2.201 2.738 -2.667 -0.854
C 6.285 0.924 2.994 -0.545
H -2.173 2.589 0.692 0.499
C 4.323 0.231 -3.051 -0.550
H 0.136 -5.285 -2.321 0.325
N -2.286 -0.850 -0.391 1.104
C -3.274 0.795 -1.605 -0.021
H 1.038 -2.847 1.913 -0.039
C 1.284 -2.823 -1.999 -0.029
C 5.441 1.190 4.087 -0.614
H -3.809 2.303 2.522 0.419
C -3.056 -4.495 -0.477 -0.859
H -2.809 -2.067 -4.087 0.512
C 4.383 0.551 1.603 0.078
C 2.497 -5.160 0.711 -0.369
N 2.251 -0.663 -2.222 0.719
H 0.502 -7.296 -0.979 0.387
C 2.297 -4.022 -0.046 -0.767
C -2.344 -2.219 -0.062 0.175
C 4.064 1.148 3.936 0.000
C 3.513 0.279 0.480 -0.983
N 4.027 0.147 -0.712 -0.292
C -4.608 2.475 -2.843 1.018
H -2.114 -3.266 -6.145 0.352
C 3.772 0.380 -4.298 -0.696
C -1.863 2.146 1.636 -0.273
H 3.393 1.352 4.762 0.502
C 1.860 -6.355 0.387 -0.542
H -1.281 3.274 -2.865 0.525
H -7.940 2.557 -3.543 0.364
H -3.455 4.126 -3.650 0.282
N -3.313 -0.429 -0.986 -0.673
H 2.801 -3.097 0.203 0.512
H -3.821 -2.751 -1.488 0.403
C -1.421 -2.693 0.887 0.087
C -2.058 1.501 -1.908 0.147
C -6.997 2.206 -3.143 -0.567
H -5.699 -0.352 -1.318 0.415
C -1.325 -4.056 1.136 -0.801
C -2.142 -4.952 0.456 -0.562
H -2.031 -6.013 0.644 0.364
C 3.547 0.833 2.686 0.167
C -1.819 -2.503 -4.159 -0.954
O -0.916 1.098 -1.592 -0.535
H 6.414 0.395 0.904 0.494
N 2.172 0.381 0.894 -0.076
Na 0.060 0.366 0.054 1.276
H -3.010 1.224 4.660 0.340
O -0.687 -1.750 1.532 0.118
H 0.171 -4.219 -6.292 0.358
C -2.782 1.989 2.649 -0.825
H -0.607 -4.433 1.848 0.279
N -0.577 1.787 1.700 -0.496
N 1.167 0.907 3.065 -0.615
H -7.840 0.433 -2.250 0.391
H 5.370 0.446 -2.865 0.424
N 2.060 -1.839 -1.651 -0.298
C -6.936 1.010 -2.409 -0.678
C 0.311 -2.218 2.432 -0.435
C 2.173 0.740 2.182 -0.537
C -5.746 0.564 -1.891 -0.491
C 5.770 0.602 1.751 -0.096
```

The value obtained for the orbital gap is 3.77 eV. The spin multiplicity is 1. The calculation puts the energy above the lowest of the compared OMol25 structures with the same formula, charge and spin at 46.5 kcal per mole. Its charge is -2. The calculation puts the HOMO energy at 0.0038 Eh.



[5]
The following is a quantum chemistry calculation of a structure of composition C2H8CsN4O2, from OMol25.

Geometry as XYZ:
```
17
Properties=species:S:1:pos:R:3:mulliken_charge:R:1
H 2.120 -2.793 -0.938 0.197
N -1.516 2.298 1.582 -0.384
C 1.394 -1.018 -1.226 0.839
Cs 1.733 1.346 0.542 0.671
C -1.152 1.105 1.389 0.853
N -2.227 0.349 1.134 -0.368
N 1.851 -1.926 -0.496 -0.348
O 0.021 0.768 1.467 -0.734
H -2.155 -0.582 0.750 0.231
H -0.862 2.817 2.150 0.240
O 1.018 0.010 -0.767 -0.769
H 1.037 -0.547 -3.104 0.230
N 1.340 -1.305 -2.509 -0.450
H -2.376 2.732 1.280 0.183
H 1.218 -2.255 -2.829 0.222
H 1.625 -1.903 0.488 0.226
H -3.069 0.905 1.089 0.159
```

The value obtained for the orbital gap is 9.67 eV. The spin multiplicity is 1. The calculation puts the energy above the lowest of the compared OMol25 structures with the same formula, charge and spin at 161.1 kcal per mole. Its charge is +1. The calculation puts the HOMO energy at -0.4601 Eh.



[6]
The following is a quantum chemistry calculation of the molecule C2H2F2O, from OMol25.

Geometry as XYZ:
```
7
Properties=species:S:1:pos:R:3:mulliken_charge:R:1
C 0.549 -0.329 -0.384 0.197
O -1.866 -0.056 0.503 -0.468
H -0.078 0.859 1.385 0.314
F 0.926 1.016 -0.624 -0.264
F -0.031 -0.570 -1.533 -0.208
H 1.051 -1.116 -0.036 0.386
C -0.550 0.194 0.688 0.043
```

The value obtained for the orbital gap is 10.45 eV. The spin multiplicity is 1. The calculation puts the energy above the lowest of the compared OMol25 structures with the same formula, charge and spin at 45.6 kcal per mole. The calculation puts the HOMO energy at -0.3880 Eh.



[7]
The following is a quantum chemistry calculation of a cluster of 10 separate species, C25H28BrCl27F14NO4PS in total, from OMol25.

Geometry as XYZ:
```
102
Properties=species:S:1:pos:R:3:mulliken_charge:R:1
C -7.420 2.651 0.518 0.536
Cl 0.621 -3.557 -0.985 -0.065
Cl 11.868 3.863 -2.943 -0.117
Cl -14.146 3.555 -0.462 -0.124
N 1.121 -1.064 -2.341 -0.734
Cl 3.917 -1.770 -6.071 -0.133
F -6.560 0.315 0.872 -0.270
H -9.599 3.209 -4.941 0.327
F -5.635 2.026 2.041 -0.302
Cl 2.569 -6.987 6.253 -0.121
H 12.692 1.993 -4.103 0.305
Cl -2.721 -10.520 -1.633 -0.118
H 0.668 -1.411 2.988 0.359
C -0.574 0.148 0.544 -1.259
O 6.413 4.923 0.771 -0.413
S 5.007 5.803 0.532 1.134
H 2.193 4.479 0.912 0.297
F -5.377 0.630 -1.297 -0.299
O 5.286 7.156 -0.051 -0.608
H 3.380 1.378 1.264 0.443
Br 0.688 2.045 2.373 -0.368
Cl 2.018 -5.956 -0.074 -0.090
H 1.930 -8.391 4.478 0.335
H -1.195 0.440 1.476 0.755
C -8.534 2.563 1.704 0.538
Cl 0.552 -6.505 4.213 -0.116
F -7.070 4.039 0.463 -0.268
P 1.234 0.168 1.094 0.848
C -0.975 1.186 -0.604 -0.551
Cl 7.785 -2.767 6.305 -0.123
H 1.220 2.842 -0.373 -0.136
C -5.056 1.724 -0.415 0.576
C 2.660 1.159 0.383 -1.083
F -8.109 3.185 2.898 -0.211
F -8.139 2.280 -0.673 -0.319
C -3.552 1.443 0.086 0.683
Cl 5.538 2.768 -3.067 -0.158
O 1.614 -1.290 0.203 0.024
C 3.855 4.772 -0.539 -0.042
H -0.973 -0.900 0.256 0.482
F -2.691 -0.345 -1.466 -0.300
F -2.646 1.795 -2.267 -0.298
H 3.317 0.585 -0.378 0.478
F -5.078 2.884 -1.220 -0.289
C 12.192 2.136 -3.148 0.017
Cl 6.114 1.409 -0.559 -0.071
C 1.566 -0.711 2.773 -1.212
F -9.055 1.272 1.881 -0.203
C 3.037 3.827 0.465 -0.860
Cl -13.564 0.708 -0.319 -0.122
Cl 5.303 -1.721 -3.513 -0.113
C 2.575 -3.203 2.498 -0.661
Cl -15.732 1.667 -2.006 -0.128
H 1.604 -3.514 3.004 0.245
H 3.129 5.522 -1.026 0.320
Cl 3.343 -6.814 3.455 -0.101
Cl 5.161 -3.945 5.865 -0.068
C 6.796 2.012 -2.078 0.035
C 2.318 2.573 -0.280 0.115
Cl -11.601 2.343 -4.061 -0.158
C -10.117 3.306 -3.989 -0.019
F -3.633 0.299 0.957 -0.312
F -3.130 2.619 0.789 -0.292
C 2.871 -1.629 2.778 0.629
F -9.626 3.364 1.229 -0.240
O 4.379 5.998 1.908 -0.632
H 4.399 4.219 -1.372 -0.205
H 2.986 -1.803 -3.912 -0.129
H -0.359 1.004 -1.554 0.333
H 7.204 1.167 -2.630 0.291
Cl 8.108 3.153 -1.759 -0.086
H 3.270 -1.612 3.864 0.106
C -14.127 2.028 -1.355 0.684
Cl -10.497 5.015 -3.734 -0.135
Cl 3.683 -4.024 -4.247 -0.139
Cl -9.051 2.709 -2.709 0.070
H 1.479 -5.328 -2.275 0.160
H 2.745 2.575 -1.357 0.462
H 2.623 -3.425 1.380 0.017
C 3.856 -2.267 -4.374 0.505
H 1.535 0.063 3.626 0.549
H 3.463 -3.753 2.994 0.192
C 0.965 -5.264 -1.317 0.019
C -2.524 1.036 -1.074 0.562
H 6.681 5.039 1.715 0.336
Cl -4.863 -9.429 -3.271 -0.121
Cl 5.588 -1.109 5.366 -0.084
H -0.887 2.284 -0.255 0.313
H 3.673 3.510 1.369 0.411
H 5.767 -2.271 7.402 0.313
C 6.039 -2.493 6.372 -0.028
Cl 10.680 1.218 -3.168 -0.088
F 3.959 -1.170 1.955 -0.338
H -13.434 2.128 -2.188 -0.286
Cl -0.542 -6.187 -1.431 -0.059
C -3.251 -9.138 -2.602 0.077
Cl 13.260 1.547 -1.866 -0.118
C 2.079 -7.318 4.586 -0.007
C -6.164 1.689 0.747 0.599
H -2.555 -9.012 -3.429 0.277
Cl -3.238 -7.657 -1.634 -0.119
C 1.366 -1.157 -1.166 0.290
```

The value obtained for the orbital gap is 10.27 eV. The spin multiplicity is 1. The calculation puts the HOMO energy at -0.3745 Eh.



[8]
The following is a quantum chemistry calculation of the molecule C5H8N2, from OMol25.

Geometry as XYZ:
```
15
Properties=species:S:1:pos:R:3:mulliken_charge:R:1
H -2.540 -0.544 0.930 0.298
C 0.704 0.803 -0.413 0.111
H -3.533 0.363 -0.234 0.334
H -1.457 0.964 -1.519 0.319
C -1.461 0.107 -0.825 -0.327
H 4.061 -1.304 0.331 0.263
H 2.896 -1.923 1.721 0.276
N 1.945 0.816 0.244 -0.444
H -2.366 1.214 0.802 0.282
C 2.463 -0.248 0.553 0.705
C 3.114 -1.351 0.820 -0.933
N -0.171 -0.080 -0.183 -0.434
C -2.544 0.297 0.231 -1.061
H 0.567 1.678 -1.043 0.324
H -1.677 -0.793 -1.414 0.287
```

The value obtained for the orbital gap is 10.04 eV. The spin multiplicity is 1. The calculation puts the energy above the lowest of the compared OMol25 structures with the same formula, charge and spin at 51.5 kcal per mole. The calculation puts the HOMO energy at -0.3359 Eh.



no.,F_max (hartree/bohr)
1,0.0601
2,0.1027
3,0.0160
4,0.0203
5,0.3371
6,0.1748
7,0.1108
8,0.0255